16
Properties=species:S:1:pos:R:3:forces:R:3 method="wB97M-V/def2-TZVPD" total_charge=+1 largest_force_ev_per_a=5.04 smiles="[NH3+][C@H]1CCC=C1I" multiplicity=1 e_homo_ev=-13.12 relative_energy_kcal_mol=16.5
C 0.836 -1.642 -0.430 1.2 2.1 1.2
H -0.920 -2.438 0.426 -0.3 -0.7 1.1
H -1.219 -1.686 -1.143 1.4 0.0 2.1
H 1.329 -2.476 -0.745 1.2 -2.2 -1.1
H 0.947 0.948 1.471 -1.2 -0.9 -1.4
C -0.799 -0.151 0.462 -4.8 -1.4 0.7
H -1.524 0.391 -0.316 1.3 -1.0 2.1
C -0.575 -1.606 -0.121 -2.5 1.7 -3.4
H 0.300 2.523 -0.202 -0.5 0.8 0.7
H 1.507 1.696 -0.843 1.3 0.1 -0.1
N 0.580 1.606 -0.479 -0.7 0.5 -1.6
H 0.031 1.368 -1.309 -0.2 0.0 0.0
C 0.500 0.499 0.495 3.6 0.8 1.6
C 1.481 -0.532 -0.064 0.3 0.1 0.7
H -1.343 -0.267 1.515 1.2 0.7 -2.4
I 3.573 -0.006 0.075 -1.3 -0.5 -0.3

19
Properties=species:S:1:pos:R:3:forces:R:3 method="wB97M-V/def2-TZVPD" total_charge=+1 largest_force_ev_per_a=4.96 multiplicity=1 e_homo_ev="-12.92 / -12.91" relative_energy_kcal_mol=69.7
H 1.833 -1.798 -0.223 -0.2 -0.2 -0.2
C 1.347 -0.992 -0.764 0.2 -0.2 0.4
H 1.783 0.534 1.200 -1.8 1.0 -1.4
N -1.892 -0.275 0.931 2.0 0.8 -0.5
H -0.506 0.173 -0.991 1.0 -0.6 1.0
N 1.909 -0.576 -1.795 0.0 -1.5 1.2
H 0.252 1.567 1.358 0.6 -1.2 -1.8
H -0.683 -2.065 0.573 0.0 -0.4 0.1
H -0.202 -0.740 1.726 1.2 -0.8 2.2
C 0.894 1.023 0.536 -1.0 -2.5 4.2
C 0.197 -0.201 -0.180 -0.4 1.4 0.0
H -3.332 -1.748 0.648 0.1 -0.4 -0.3
C -0.610 -1.015 0.815 -2.4 1.1 -1.1
C -3.039 -0.710 0.764 -0.5 -1.1 0.4
H 1.784 2.693 -0.134 1.1 2.3 1.1
O 1.985 0.130 -2.707 0.5 1.0 -1.8
H -3.822 0.001 0.857 -0.9 0.5 0.0
I 0.615 2.181 -2.217 -0.2 0.8 0.4
N 1.489 1.818 -0.397 0.4 -0.2 -3.8

19
Properties=species:S:1:pos:R:3:forces:R:3 method="wB97M-V/def2-TZVPD" total_charge=+1 largest_force_ev_per_a=4.25 multiplicity=1 e_homo_ev=-12.81 relative_energy_kcal_mol=0.0
C 1.042 -0.383 -2.595 1.3 -1.2 -3.9
H 1.432 2.914 -0.627 -0.2 0.5 0.5
N -0.804 -1.160 0.408 -0.7 1.6 -0.7
H -1.141 1.661 1.765 1.5 -0.4 -0.7
N 0.892 2.838 0.234 -0.6 -3.1 -1.4
H 0.784 -2.481 0.151 -0.3 0.3 -0.8
N 0.835 0.318 -1.623 -0.1 0.5 0.9
H 0.878 3.610 0.887 -0.2 -0.6 0.2
H -2.484 -1.945 1.436 0.6 -0.2 -0.4
C -2.007 -1.248 0.731 -0.3 0.1 0.6
H -0.091 -2.825 1.445 -1.5 -2.0 2.0
H 0.994 -1.489 1.441 -0.7 0.4 0.2
C 0.439 0.571 -0.507 -0.5 0.6 0.8
I -3.341 0.224 0.211 -0.5 0.4 -0.4
H 1.587 -0.056 -3.484 0.1 0.6 0.5
C 0.309 1.543 0.400 0.8 3.6 0.9
O -0.229 1.290 1.566 -1.8 0.2 1.7
H 0.738 -1.388 -2.754 -0.8 -0.9 0.7
C 0.167 -1.994 0.915 4.0 -0.4 -0.8

17
Properties=species:S:1:pos:R:3:forces:R:3 method="wB97M-V/def2-TZVPD" total_charge=0 largest_force_ev_per_a=4.40 multiplicity=1 e_homo_ev=-8.19 relative_energy_kcal_mol=50.4
H 1.404 0.140 0.452 0.3 -0.4 1.0
H 0.209 2.860 -0.698 -0.4 0.3 -0.1
C 0.793 -0.170 -0.362 1.3 2.6 -1.2
H 0.054 0.308 -2.098 -0.5 1.0 -1.1
C -2.906 -1.263 0.842 -0.4 0.0 0.2
C -2.309 -2.218 0.112 -0.8 -1.3 2.6
H 1.530 2.558 -1.889 -0.6 -0.4 1.2
H 1.670 2.016 -0.085 -1.0 0.7 -1.7
H -1.570 -2.817 -1.515 0.9 -2.4 -0.8
H -2.128 -3.252 0.544 -0.3 1.4 -0.4
H -0.041 -1.511 -1.178 -0.3 -0.7 -0.3
I -3.291 0.615 -0.027 0.0 -0.3 0.2
O 0.707 -1.483 -0.578 -0.6 -0.7 0.3
O -1.952 -2.064 -1.158 -0.7 2.7 -0.4
H -3.364 -1.338 1.869 1.0 -0.3 -1.4
C 0.485 0.805 -1.252 -0.2 -4.2 1.4
C 0.951 2.134 -1.000 2.4 1.9 0.6

16
Properties=species:S:1:pos:R:3:forces:R:3 method="wB97M-V/def2-TZVPD" total_charge=0 largest_force_ev_per_a=3.52 smiles=C[C@@H]1SCC[C@H]1I multiplicity=1 e_homo_ev=-8.79 relative_energy_kcal_mol=5.7
H -0.974 2.187 0.866 -0.6 0.5 0.7
C 0.598 -2.156 -0.081 2.1 2.7 0.8
C 0.172 -0.783 -0.495 -2.1 1.4 1.1
I -2.924 0.048 -0.019 0.7 -0.1 0.1
S 1.566 0.344 -0.913 -0.9 -0.2 0.6
H 1.043 -2.121 0.890 -0.3 0.0 1.2
H 0.449 1.333 1.547 0.2 0.7 -0.2
H -0.338 1.616 -1.435 1.3 1.1 1.3
C -0.822 0.049 0.651 0.7 -1.6 -1.0
C -0.247 1.422 0.705 0.7 0.8 0.3
H 1.090 2.721 -0.728 -1.4 -1.2 0.6
H -0.522 -0.823 -1.349 0.5 0.0 0.0
H -0.899 -0.359 1.698 0.3 -0.1 -1.4
H 1.482 -2.403 -0.592 0.9 -0.8 -1.5
C 0.453 1.778 -0.588 0.2 -0.8 -2.4
H -0.128 -2.854 -0.155 -2.3 -2.3 -0.2

20
Properties=species:S:1:pos:R:3:forces:R:3 method="wB97M-V/def2-TZVPD" total_charge=+1 largest_force_ev_per_a=1.73 multiplicity=1 e_homo_ev=-11.91
O 2.071 1.797 1.309 0.2 -1.0 1.0
H -1.089 2.798 1.413 -0.1 -0.2 -0.2
C -0.646 -0.696 -1.236 0.5 0.4 -1.1
H -2.516 1.712 1.482 0.1 0.2 -0.2
H -1.160 -1.482 -1.805 0.1 0.1 0.2
H 0.056 -0.145 -1.955 -0.9 -0.6 1.0
C 1.124 -2.147 -0.483 0.7 -0.7 0.2
H -2.360 -0.355 0.035 0.0 0.1 -0.3
H 3.162 -2.584 -0.109 -0.4 0.0 0.2
O 0.099 -1.266 -0.154 -0.1 0.6 0.3
C -1.656 0.218 -0.588 -0.4 0.0 -0.1
H -2.195 0.788 -1.358 0.0 -0.2 0.2
Mg 3.491 0.639 1.626 -1.0 0.7 -0.9
C -1.752 2.153 0.826 -0.3 0.4 0.3
Mg 0.817 0.399 1.033 0.6 0.7 -0.9
H -2.218 2.738 0.022 0.1 -0.2 0.2
O 2.542 -0.773 0.709 0.1 0.0 1.4
H 0.872 -2.980 -1.137 0.0 0.1 0.3
O -0.952 1.117 0.267 0.7 -0.3 0.0
C 2.310 -1.931 0.103 0.0 -0.2 -1.7

15
Properties=species:S:1:pos:R:3:forces:R:3 method="wB97M-V/def2-TZVPD" total_charge=0 largest_force_ev_per_a=4.93 smiles="C=NC1(C)CC1" multiplicity=1 e_homo_ev=-8.90 relative_energy_kcal_mol=79.5
C -1.544 -1.520 -1.284 0.8 -1.8 -1.2
H 0.822 -1.696 1.254 -0.4 0.1 -0.4
H 1.626 -1.376 -0.317 0.2 -0.1 0.0
H -1.034 -1.628 -2.302 0.0 1.0 1.2
H -0.753 1.839 -0.803 -1.1 0.4 -1.4
N -1.246 -0.931 -0.216 1.4 1.4 0.7
H 0.195 1.307 2.004 -0.7 -0.5 -0.5
H -2.320 -2.351 -1.260 0.3 1.3 0.4
H 0.804 2.200 0.119 -0.5 -1.4 -1.7
C 0.061 0.046 0.193 -1.8 -4.5 -1.0
H -1.569 0.885 1.285 1.6 0.2 0.4
H 1.920 -0.397 1.162 0.1 0.1 -0.5
C 0.010 1.453 -0.221 2.2 1.6 2.7
C 1.168 -0.925 0.557 0.4 0.8 0.1
C -0.444 0.955 1.167 -2.4 1.3 1.3

15
Properties=species:S:1:pos:R:3:forces:R:3 method="wB97M-V/def2-TZVPD" total_charge=0 largest_force_ev_per_a=5.90 multiplicity=1 e_homo_ev=-7.36 relative_energy_kcal_mol=131.0
H -0.214 2.795 0.955 -0.3 -0.6 0.1
H 2.422 -0.072 0.265 -0.5 0.9 0.8
H 0.791 -1.312 -1.668 -0.3 1.1 -0.2
H -1.215 -2.739 -0.149 0.0 2.3 -1.6
H 1.959 0.623 -1.245 0.3 0.2 -1.9
H -1.460 -2.103 -1.874 0.3 0.2 0.4
C -1.222 -1.754 -0.855 -0.2 -1.0 2.7
C 0.258 0.183 -0.116 -5.3 2.2 1.2
H 0.847 1.633 1.842 -1.3 0.4 -0.2
C 0.104 -0.935 -0.907 -2.1 -1.9 -1.6
H -0.903 1.842 2.412 1.4 0.3 -1.8
N -0.688 0.728 0.667 1.7 -1.8 -2.5
C 1.594 0.364 -0.308 4.2 -1.7 1.8
C -0.213 1.794 1.454 0.4 0.8 3.4
H -2.061 -1.045 -0.473 1.6 -1.3 -0.6

Taking the records one at a time from the top gives E_tot values of -548.06312 -732.61876 -732.72984 -643.99018 -891.75597 -896.89274 -250.54021 -250.45814 a.u..